(1)
Formula: C27H35CaClN4O4P2
Source: the OMol25 dataset
Level of theory: ωB97M-V with the def2-TZVPD basis set

```
! RIJCOSX wB97M-V def2-TZVPD def2/J DEFGRID3
* xyz 0 1
Ca 1.40 -1.77 3.12
C 1.50 3.38 -4.35
C 0.52 3.57 -3.46
C -0.95 3.37 -3.68
C -1.37 2.34 -4.76
C -0.75 0.98 -4.59
C 0.42 0.57 -5.09
C 1.36 1.37 -5.95
C 1.35 2.91 -5.77
C 1.00 -4.07 3.07
H 2.53 3.62 -4.07
H 0.76 4.00 -2.48
H -1.42 4.34 -3.95
H -1.40 3.07 -2.73
H -2.46 2.21 -4.65
H -1.21 2.76 -5.76
H -1.38 0.26 -4.05
H 0.73 -0.47 -4.94
H 1.15 1.16 -7.02
H 2.38 1.01 -5.76
H 2.24 3.28 -6.31
H 0.48 3.34 -6.27
H 1.92 -4.47 3.54
H 0.83 -4.58 2.11
H 0.18 -4.26 3.76
P -0.63 -1.94 1.16
P 0.23 0.75 2.20
N 0.03 -2.92 -0.16
N -2.15 -2.80 1.45
N 1.44 1.53 1.17
N -0.07 2.14 3.23
C -1.22 -0.50 0.19
C -1.20 0.79 1.04
C 1.36 -3.35 -0.27
C 1.51 -4.06 -1.45
C 0.23 -4.05 -2.11
C -0.65 -3.34 -1.31
C -2.24 -4.05 2.10
C -3.58 -4.35 2.31
C -4.35 -3.26 1.80
C -3.46 -2.32 1.30
C 2.80 1.17 1.15
C 3.40 1.75 0.04
C 2.39 2.48 -0.66
C 1.21 2.35 0.06
C -0.17 3.50 2.90
C -0.52 4.22 4.03
C -0.68 3.27 5.11
C -0.41 2.01 4.59
H -2.22 -0.66 -0.23
H -0.54 -0.40 -0.67
H -1.25 1.67 0.39
H -2.08 0.84 1.69
H 2.08 -3.10 0.51
H 2.41 -4.52 -1.81
H 0.00 -4.51 -3.06
H -1.69 -3.07 -1.46
H -1.35 -4.57 2.40
H -3.96 -5.24 2.80
H -5.43 -3.17 1.82
H -3.63 -1.33 0.91
H 3.21 0.54 1.94
H 4.44 1.66 -0.25
H 2.49 3.01 -1.60
H 0.23 2.76 -0.14
H 0.00 3.83 1.89
H -0.66 5.29 4.10
H -0.96 3.50 6.13
H -0.45 1.04 5.05
O 2.40 -2.54 5.14
Cl 1.26 -2.12 6.01
O 0.28 -3.18 6.07
O 1.72 -1.69 7.29
O 0.64 -0.95 5.25
*
```

Output
ΔE to the lowest compared entry with this formula, charge and spin (kcal per mole): 0.00
Gap between HOMO and LUMO (eV): 6.775
Highest occupied orbital energy (eV): -7.54
DFT total energy (eV): -92246.7505
E_LUMO (eV): -0.77

Atomic partial charges in e from the Mulliken method, atoms 1 to 4: 1.388, -0.340, -0.346, -0.607

***

(2)
Formula: C23H21BN6O3Pd
Source: the OMol25 dataset
Level of theory: ωB97M-V with the def2-TZVPD basis set

```
! RIJCOSX wB97M-V def2-TZVPD def2/J DEFGRID3
* xyz -2 1
Pd 0.52 0.01 1.28
C 0.42 3.56 3.83
C 0.15 2.21 3.54
N 1.13 1.67 2.83
N 2.05 2.64 2.65
C 1.64 3.79 3.24
B 3.34 2.43 1.85
N 4.10 1.18 2.35
C 4.88 1.11 3.46
C 5.24 -0.21 3.64
C 4.62 -0.87 2.56
N 3.94 -0.03 1.80
N 3.03 2.29 0.35
C 3.82 2.64 -0.68
C 3.19 2.27 -1.85
C 1.99 1.69 -1.41
N 1.91 1.70 -0.09
H -0.19 4.26 4.39
H -0.71 1.60 3.79
H 2.26 4.67 3.20
H 4.05 3.41 2.02
H 5.09 2.00 4.03
H 5.85 -0.62 4.42
H 4.63 -1.92 2.31
H 4.77 3.13 -0.50
H 3.54 2.41 -2.86
H 1.18 1.26 -1.98
O -2.30 -0.10 -0.17
C -2.27 -1.41 -0.71
C -1.43 -2.40 0.19
O -1.61 -3.61 -0.02
O -0.64 -1.87 1.00
C -3.71 -1.89 -0.82
C -4.75 -1.13 -0.29
C -6.06 -1.57 -0.38
C -6.37 -2.77 -1.00
C -5.33 -3.53 -1.53
C -4.02 -3.10 -1.44
C -1.59 -1.33 -2.08
C -2.31 -1.11 -3.25
C -1.66 -0.95 -4.47
C -0.27 -1.01 -4.54
C 0.45 -1.22 -3.37
C -0.20 -1.38 -2.16
H -1.42 0.03 0.27
H -4.50 -0.20 0.20
H -6.86 -0.96 0.04
H -7.39 -3.11 -1.07
H -5.55 -4.48 -2.02
H -3.21 -3.70 -1.83
H -3.39 -1.06 -3.21
H -2.24 -0.78 -5.37
H 0.24 -0.88 -5.48
H 1.54 -1.25 -3.40
H 0.38 -1.51 -1.24
*
```

Output
ΔE to the lowest compared entry with this formula, charge and spin (kcal per mole): 22.93
Gap between HOMO and LUMO (eV): 4.752
Highest occupied orbital energy (eV): 0.11
DFT total energy (eV): -43433.3169
E_LUMO (eV): 4.86

Atomic partial charges in e from the natural (NBO) method, atoms 1 to 4: -0.001, -0.395, -0.060, -0.272

***

(3)
Formula: C32H71Ca2F12N7O18S4
Source: the OMol25 dataset
Level of theory: ωB97M-V with the def2-TZVPD basis set

```
! RIJCOSX wB97M-V def2-TZVPD def2/J DEFGRID3
* xyz 0 1
Ca -7.14 -31.88 -2.55
Ca -9.59 -28.19 -1.20
O -8.49 -30.37 -1.18
C -8.91 -31.15 -0.05
C -9.06 -32.77 -0.26
O -8.13 -33.49 -1.02
H -9.86 -30.71 0.26
H -8.16 -30.99 0.72
H -10.08 -32.87 -0.64
H -9.22 -33.28 0.69
C -7.35 -27.00 -4.96
F -6.28 -26.77 -5.75
F -8.05 -25.86 -4.81
F -8.13 -27.89 -5.43
S -6.65 -27.73 -3.28
O -6.70 -29.20 -3.42
O -5.29 -27.26 -3.15
N -7.83 -27.03 -2.19
S -7.18 -25.59 -1.79
O -6.47 -24.84 -2.85
O -8.19 -24.73 -1.15
C -5.88 -26.10 -0.34
F -5.90 -25.11 0.66
F -6.26 -27.19 0.24
F -4.56 -26.17 -0.63
C -12.36 -28.03 -4.35
F -11.53 -27.10 -4.89
F -13.24 -27.48 -3.48
F -13.09 -28.61 -5.31
S -11.29 -29.44 -3.41
O -11.70 -30.67 -4.05
O -9.94 -29.10 -3.61
N -11.54 -29.17 -1.71
S -12.81 -30.04 -1.38
O -13.87 -30.05 -2.41
O -12.49 -31.32 -0.73
C -13.67 -29.03 0.02
F -13.01 -29.41 1.14
F -13.51 -27.71 -0.10
F -14.93 -29.25 0.08
C -5.72 -33.77 2.63
O -5.59 -32.59 3.38
C -4.54 -32.56 4.38
C -4.70 -31.30 5.07
N -4.49 -30.12 4.14
C -4.78 -29.00 4.93
C -4.58 -27.72 4.09
O -3.21 -27.38 3.92
C -3.15 -26.17 3.26
H -4.78 -34.29 2.46
H -6.10 -33.44 1.66
H -6.38 -34.53 3.07
H -3.58 -32.60 3.87
H -4.58 -33.44 5.03
H -3.86 -31.27 5.77
H -5.65 -31.23 5.59
H -5.15 -30.23 3.38
H -4.10 -29.13 5.78
H -5.84 -29.00 5.17
H -5.14 -27.00 4.68
H -5.02 -27.75 3.09
H -2.20 -26.26 2.73
H -3.07 -25.29 3.89
H -3.87 -25.96 2.47
C -9.35 -35.81 -8.08
O -10.23 -35.68 -6.94
C -9.85 -36.42 -5.79
C -10.63 -36.07 -4.51
N -10.71 -34.59 -4.49
C -11.41 -34.03 -3.35
C -13.00 -34.15 -3.37
O -13.55 -35.44 -3.74
C -14.99 -35.43 -3.82
H -9.85 -35.16 -8.79
H -9.34 -36.82 -8.49
H -8.33 -35.48 -7.87
H -8.81 -36.27 -5.50
H -10.02 -37.50 -5.78
H -10.15 -36.36 -3.58
H -11.68 -36.35 -4.52
H -11.42 -34.42 -5.18
H -11.09 -33.01 -3.15
H -11.04 -34.55 -2.47
H -13.34 -33.42 -4.10
H -13.29 -33.87 -2.35
H -15.38 -36.45 -3.79
H -15.28 -35.09 -4.81
H -15.47 -34.92 -2.99
C -1.62 -29.07 0.06
O -2.75 -29.60 -0.75
C -3.89 -29.80 0.19
C -5.22 -30.13 -0.55
N -4.98 -31.22 -1.56
C -4.78 -32.53 -0.86
C -4.49 -33.56 -1.95
O -5.60 -33.62 -2.93
C -5.57 -34.63 -3.92
H -1.72 -28.12 0.58
H -0.79 -28.99 -0.64
H -1.21 -29.85 0.71
H -4.16 -29.04 0.93
H -3.73 -30.67 0.81
H -5.57 -29.21 -1.01
H -5.97 -30.60 0.08
H -4.05 -30.98 -1.86
H -5.63 -32.81 -0.24
H -3.80 -32.59 -0.40
H -4.49 -34.57 -1.56
H -3.61 -33.39 -2.57
H -5.08 -35.43 -3.37
H -4.93 -34.46 -4.78
H -6.61 -34.78 -4.24
C -8.94 -32.51 -6.70
C -7.96 -32.64 -5.61
C -6.82 -31.68 -5.79
O -5.86 -31.67 -4.62
C -4.59 -30.97 -4.82
N -8.64 -32.46 -4.26
H -9.68 -33.32 -6.70
H -8.38 -32.60 -7.63
H -9.50 -31.58 -6.65
H -7.57 -33.65 -5.51
H -7.13 -30.65 -6.00
H -6.29 -31.95 -6.71
H -4.66 -30.12 -5.50
H -3.80 -31.55 -5.29
H -4.19 -30.60 -3.87
H -9.51 -31.98 -4.40
H -9.14 -33.33 -4.11
C -8.06 -36.61 2.05
C -7.57 -36.84 0.62
C -8.75 -36.90 -0.37
O -9.50 -38.11 -0.26
C -10.65 -38.18 -1.05
N -6.66 -35.73 0.24
H -8.47 -37.52 2.48
H -8.90 -35.93 2.22
H -7.30 -36.35 2.79
H -7.01 -37.75 0.44
H -8.60 -36.62 -1.41
H -9.37 -36.09 0.02
H -11.12 -39.16 -1.15
H -10.56 -37.78 -2.06
H -11.50 -37.69 -0.57
H -6.21 -35.93 -0.64
H -7.22 -34.97 -0.13
*
```

Output
Gap between HOMO and LUMO (eV): 6.583
Highest occupied orbital energy (eV): -7.47
DFT total energy (eV): -194442.3944
E_LUMO (eV): -0.88

Atomic partial charges in e from the Mulliken method, atoms 1 to 4: 0.042, 1.545, 0.674, -0.688